The following is a quantum chemistry calculation of a molecular structure, C17H36BiGeN4OS, from the Open Molecules 2025 dataset.

Each line ends with the natural charge from an NBO analysis.
Geometry (Å):
Bi -1.097 0.721 1.201  1.629
Ge 1.451 0.252 -1.713  1.577
S -2.163 -1.088 -0.269  -0.169
O -0.912 -1.135 2.372  -0.676
N -2.690 1.542 2.760  -0.642
N -3.003 1.922 -0.105  -0.862
N -1.417 -2.325 1.978  0.004
N 0.088 0.991 3.533  -0.859
C 3.569 -1.734 -1.571  -0.386
C -1.767 -4.589 2.536  -0.207
C 1.963 1.856 -4.389  -0.616
C -1.310 -3.341 2.864  0.054
C -2.342 -4.793 1.282  -0.093
C 2.755 2.932 -3.663  -0.417
C 2.166 -2.238 -3.635  -0.618
C 2.352 -1.174 -0.774  -0.904
C -1.988 -2.476 0.765  0.037
C -1.001 1.034 4.530  -0.251
C 3.226 2.485 -2.288  -0.383
C -2.069 1.989 4.049  -0.243
C -2.456 -3.735 0.403  -0.213
C 2.075 2.043 -1.334  -0.907
C 3.191 -2.753 -2.637  -0.414
C -4.089 2.259 0.846  -0.254
C -3.485 2.659 2.170  -0.247
H 1.655 -1.979 -0.528  0.255
H 1.253 2.762 -1.370  0.251
H -3.322 0.765 2.958  0.417
H -3.372 1.292 -0.813  0.414
H -0.843 -3.084 3.802  0.256
H 4.231 -2.192 -0.835  0.251
H -4.719 3.065 0.471  0.255
H 3.747 3.297 -1.779  0.252
H -4.723 1.378 0.963  0.224
H -2.701 2.755 -0.606  0.407
H 3.959 1.678 -2.394  0.210
H 1.906 2.037 -5.462  0.273
H 0.311 0.000 -2.694  -0.136
H 2.448 0.873 -4.278  0.189
H -2.856 2.101 4.796  0.253
H -2.809 3.508 2.043  0.217
H -1.672 -5.390 3.255  0.278
H 1.163 -2.171 -3.202  0.187
H -1.406 0.027 4.629  0.221
H -0.653 1.349 5.514  0.249
H -4.261 2.961 2.875  0.256
H 2.820 -3.662 -2.157  0.216
H 4.104 -3.035 -3.163  0.247
H 0.929 1.791 -4.038  0.192
H 2.714 -0.721 0.152  0.253
H -2.703 -5.772 0.999  0.271
H 4.143 -0.915 -2.019  0.209
H 2.079 -2.894 -4.500  0.268
H 2.456 -1.255 -4.030  0.195
H -1.642 2.977 3.871  0.220
H 0.661 0.167 3.690  0.414
H 3.639 3.194 -4.245  0.249
H -2.912 -3.859 -0.569  0.269
H 0.700 1.796 3.639  0.403
H 2.469 2.007 -0.315  0.253
H 2.163 3.845 -3.576  0.220

As for the total charge: +3. The value obtained for the energy above the lowest of the compared OMol25 structures with the same formula, charge and spin is 22.9 kJ/mol. Its max |F| is 0.71 eV/A. The HOMO energy is -17.72 eV. The HOMO-LUMO gap comes out at 0.27149 Eh.

=====

The following is a quantum chemistry calculation of C2H5NOS in the gas phase at a distorted geometry, from the Open Molecules 2025 dataset.

Each line ends with the natural charge from an NBO analysis.
Geometry (Å):
S 3.411 -0.394 0.011  1.424
O 4.407 0.653 -0.005  -0.858
N 2.019 0.222 -0.019  -0.739
C -0.381 0.499 0.014  -0.597
C 0.781 -0.489 -0.017  -0.259
H 0.704 -1.116 -0.915  0.198
H 0.720 -1.158 0.851  0.196
H -0.337 1.151 -0.853  0.214
H -1.328 -0.035 0.010  0.208
H -0.323 1.112 0.908  0.213

The value obtained for the energy above the lowest of the compared OMol25 structures with the same formula, charge and spin is 166.2 kJ/mol. Its max |F| is 1.69 eV/A. The HOMO energy is -10.30 eV. The HOMO-LUMO gap comes out at 0.35795 Eh.

=====

The following is a quantum chemistry calculation of C21H19FN2O4 in the gas phase, from the Open Molecules 2025 dataset.

Each line ends with the natural charge from an NBO analysis.
Geometry (Å):
F 6.010 -1.711 -0.325  -0.329
O -3.935 -1.211 -0.989  -0.601
O 1.546 2.702 1.375  -0.601
O -0.669 -0.318 -1.620  -0.656
O -2.986 -2.970 -1.978  -0.677
N 1.390 1.273 -0.409  -0.613
N -1.284 0.323 0.447  -0.657
C -0.051 -2.244 1.242  -0.448
C -3.201 -2.162 -0.942  0.809
C -0.964 -0.605 -0.471  0.710
C 2.585 0.556 -0.358  0.134
C -1.519 1.691 0.114  0.136
C -0.733 -1.909 2.532  -0.196
C 3.600 0.840 0.554  -0.234
C -0.768 3.958 -0.131  -0.166
C -3.076 3.415 -0.487  -0.213
C -0.946 -2.049 0.014  -0.291
C -3.019 -2.019 1.548  -0.463
C 2.740 -0.498 -1.259  -0.225
C 4.753 0.076 0.564  -0.254
C 3.890 -1.262 -1.253  -0.271
C 0.926 2.218 0.452  0.669
C -2.047 -1.819 2.667  -0.194
C -2.057 4.352 -0.441  -0.204
C 4.884 -0.963 -0.338  0.369
C -0.482 2.623 0.128  -0.128
C -2.381 -2.567 0.270  -0.318
C -2.811 2.088 -0.201  -0.159
H -3.522 -1.072 1.320  0.243
H -0.534 -2.623 -0.823  0.250
H 3.479 1.653 1.250  0.260
H -1.482 0.031 1.394  0.429
H -3.594 1.345 -0.237  0.229
H -2.331 -3.658 0.308  0.240
H 0.853 -1.639 1.132  0.237
H -4.081 3.717 -0.740  0.217
H 1.947 -0.715 -1.960  0.230
H -2.266 5.390 -0.651  0.218
H 5.547 0.283 1.263  0.228
H -2.486 -1.582 3.625  0.215
H 0.751 0.968 -1.141  0.436
H -0.082 -1.764 3.382  0.218
H -3.803 -2.707 1.877  0.231
H 0.272 -3.289 1.286  0.230
H -3.451 -2.652 -2.768  0.503
H 0.036 4.678 -0.094  0.227
H 4.023 -2.080 -1.944  0.230

The value obtained for the energy above the lowest of the compared OMol25 structures with the same formula, charge and spin is 0.0 kJ/mol. Its max |F| is 0.72 eV/A. The HOMO energy is -8.31 eV. The HOMO-LUMO gap comes out at 0.32580 Eh. As for the SMILES: O=C(Nc1ccc(F)cc1)c1ccccc1NC(=O)[C@H]1CC=CC[C@H]1C(=O)O.

=====

The following is a quantum chemistry calculation of a molecular structure, C13H15N4O7PtSSi, from the Open Molecules 2025 dataset.

Each line ends with the natural charge from an NBO analysis.
Geometry (Å):
Pt -1.375 0.762 0.112  0.875
S 0.371 -0.740 -0.427  -0.169
Si 3.734 -1.058 0.720  1.632
O -3.622 1.228 3.473  -0.429
O -6.196 -1.066 -3.927  -0.635
O -2.999 -0.365 2.150  -0.524
O -2.502 1.717 1.692  -0.571
O -1.609 2.084 -2.215  -0.698
O -3.000 1.970 -3.982  -0.733
O -4.962 0.591 -4.740  -0.689
N -3.064 0.833 2.468  0.720
N -2.983 0.142 -0.952  -0.283
N 0.315 1.257 1.050  -0.469
N -3.829 -0.811 -0.536  -0.312
C -4.739 -1.079 -1.478  0.024
C -2.563 1.628 -2.854  0.757
C 0.604 2.185 1.960  0.077
C -3.348 0.506 -2.172  0.086
C 1.194 0.307 0.692  0.110
C 3.289 -2.671 1.567  -1.110
C 2.786 1.243 2.159  -0.128
C 5.425 -0.489 1.316  -1.113
C 2.490 0.264 1.217  -0.528
C -4.466 -0.265 -2.560  -0.269
C 3.797 -1.288 -1.136  -1.114
C 1.854 2.206 2.544  -0.300
C -5.282 -0.276 -3.806  0.785
H -3.722 -1.125 0.422  0.455
H 2.938 -1.846 -1.504  0.258
H 3.811 -0.329 -1.656  0.246
H -4.135 1.151 -4.474  0.507
H 5.643 0.527 0.983  0.236
H 3.983 -3.466 1.287  0.230
H 3.314 -2.559 2.652  0.234
H 4.708 -1.831 -1.398  0.227
H 2.282 -2.981 1.282  0.253
H 3.770 1.264 2.613  0.209
H -5.524 -1.800 -1.336  0.238
H 5.515 -0.515 2.403  0.231
H -0.189 2.881 2.197  0.231
H 2.091 2.955 3.286  0.219
H 6.197 -1.143 0.907  0.235

As for the total charge: -1. The value obtained for the energy above the lowest of the compared OMol25 structures with the same formula, charge and spin is 48.7 kJ/mol. Its max |F| is 0.98 eV/A. The HOMO energy is -5.37 eV. The HOMO-LUMO gap comes out at 0.28230 Eh.

=====

The following is a quantum chemistry calculation of 2 unconnected molecules or ions with the total composition C8H19NO at a distorted geometry, from the Open Molecules 2025 dataset.

Each line ends with the natural charge from an NBO analysis.
Geometry (Å):
O -1.771 -0.547 -1.366  -0.615
N -2.286 0.484 0.611  -0.653
C -1.388 -1.852 0.547  -0.740
C -1.807 -0.602 -0.171  0.684
C 1.823 -1.133 -0.895  -0.596
C 2.673 1.163 -0.598  -0.601
C -2.072 1.933 0.066  -0.432
C 0.322 0.579 0.094  -0.571
C 2.227 -0.242 1.413  -0.603
C 1.773 0.108 0.023  -0.084
H -0.007 0.737 -0.932  0.228
H -1.505 -1.967 1.651  0.221
H 2.204 1.572 -1.526  0.211
H 3.671 0.731 -0.829  0.209
H 1.240 -1.977 -0.419  0.193
H 3.233 -0.706 1.416  0.208
H -0.435 -2.216 0.355  0.240
H -2.112 -2.609 0.133  0.252
H 2.230 0.625 2.067  0.207
H -1.065 2.364 0.397  0.196
H -0.285 -0.201 0.544  0.205
H 2.868 -1.456 -0.997  0.205
H -2.178 0.333 1.573  0.373
H -2.894 2.519 0.589  0.208
H 1.580 -0.972 1.931  0.200
H -2.179 1.869 -1.080  0.245
H 1.427 -0.898 -1.906  0.219
H 0.219 1.516 0.675  0.188
H 2.859 2.012 0.136  0.204

The value obtained for the energy above the lowest of the compared OMol25 structures with the same formula, charge and spin is 232.8 kJ/mol. Its max |F| is 4.19 eV/A. The HOMO energy is -9.56 eV. The HOMO-LUMO gap comes out at 0.37837 Eh. As for the SMILES: CC(C)(C)C.CNC(C)=O.